No. 1
A structure of composition C27H45F12N3OP2SbSi2Sr. Source: the OMol25 dataset; level of theory: ωB97M-V with the def2-TZVPD basis set.

Structure (XYZ):
```
94
C27H45F12N3OP2SbSi2Sr (ωB97M-V with the def2-TZVPD basis set)
Sr -1.570 -0.451 -1.085
C 2.096 1.704 1.369
Si 2.419 0.066 2.221
C 1.608 0.161 3.926
C 4.253 -0.377 2.417
C 5.376 0.221 2.992
C 6.592 -0.440 2.980
C 6.701 -1.705 2.402
C 5.594 -2.311 1.832
C 4.363 -1.653 1.831
Si 2.610 -2.079 1.226
C 1.901 -3.502 2.240
C 2.473 -2.548 -0.585
H 2.149 2.500 2.117
H 1.121 1.749 0.883
H 2.835 1.911 0.596
H 2.073 0.977 4.486
H 1.724 -0.754 4.505
H 0.549 0.395 3.842
H 5.304 1.204 3.445
H 7.468 0.022 3.420
H 7.660 -2.209 2.402
H 5.694 -3.295 1.386
H 2.448 -4.415 1.989
H 0.856 -3.692 1.991
H 2.001 -3.339 3.314
H 3.412 -3.011 -0.901
H 2.257 -1.728 -1.266
H 1.685 -3.288 -0.707
C 3.845 1.039 -3.108
C 3.378 1.952 -4.041
C 2.128 2.508 -3.858
C 1.353 2.136 -2.752
N 1.792 1.222 -1.878
C 3.009 0.716 -2.052
C 0.010 2.739 -2.535
C -0.155 4.090 -2.854
C -1.403 4.687 -2.752
C -2.484 3.913 -2.356
C -2.288 2.575 -2.029
C -1.041 1.928 -2.070
H 4.820 0.581 -3.191
H 3.980 2.223 -4.900
H 1.725 3.216 -4.569
H 3.345 0.016 -1.294
H 0.695 4.687 -3.169
H -1.528 5.737 -2.987
H -3.476 4.352 -2.305
H -3.179 2.017 -1.739
N -3.437 -1.453 0.692
C -3.459 -1.705 2.128
C -2.113 -2.233 2.600
N -1.057 -1.257 2.356
H -4.306 -1.042 0.365
H -3.392 -2.346 0.205
H -4.245 -2.408 2.428
H -3.668 -0.756 2.637
H -1.866 -3.136 2.045
H -2.207 -2.517 3.658
H -0.144 -1.679 2.477
H -1.128 -0.498 3.021
F -0.749 -2.765 -0.261
P -1.249 -4.205 -0.976
F -2.183 -3.298 -1.941
F -2.447 -4.309 0.097
F -0.268 -4.989 0.019
F -0.032 -4.058 -2.052
F -1.724 -5.546 -1.686
C -2.102 2.118 3.570
Sb -2.102 2.077 1.412
C -1.216 4.006 1.162
C -4.144 2.689 1.201
H -2.615 3.015 3.919
H -1.079 2.136 3.947
H -2.612 1.246 3.980
H -1.821 4.773 1.646
H -1.133 4.217 0.097
H -0.219 4.001 1.602
H -4.321 3.607 1.761
H -4.803 1.905 1.574
H -4.366 2.851 0.149
F -3.286 -0.614 -2.738
P -4.976 -0.569 -2.712
F -4.987 -1.417 -4.066
F -6.569 -0.509 -2.640
F -4.947 -1.925 -1.839
F -4.848 0.285 -1.314
F -4.905 0.802 -3.536
C -0.255 -0.884 -4.228
O -0.098 -1.478 -2.939
H -1.308 -0.829 -4.512
H 0.301 -1.449 -4.979
H 0.147 0.125 -4.165
H -0.240 -2.430 -2.992
```

Spin multiplicity: 1
HOMO-LUMO gap, eV: 7.49
Charge: -1
DFT total energy, eV: -109581.886
HOMO level, eV: -5.18

Atom charges from the Mulliken analysis, given in e for atoms 1 to 2:
1 Sr 1.718
2 C -0.657

No. 2
A structure of composition C27H45NO2P2Pr in a non-equilibrium geometry. Source: the OMol25 dataset; level of theory: ωB97M-V with the def2-TZVPD basis set.

Structure (XYZ):
```
78
C27H45NO2P2Pr (ωB97M-V with the def2-TZVPD basis set)
Pr 0.763 1.083 0.741
C -1.634 -0.905 1.686
C -1.241 -1.969 0.833
C 0.620 -1.295 2.004
C -0.493 -0.510 2.449
C 0.144 -2.212 1.023
C -3.004 -0.363 1.807
H -3.570 -0.521 0.877
H -3.012 0.717 2.013
H -3.586 -0.856 2.604
C -0.439 0.448 3.584
H -1.341 1.071 3.644
H 0.430 1.137 3.552
H -0.349 -0.083 4.546
C 2.000 -1.195 2.557
H 2.068 -1.663 3.555
H 2.356 -0.150 2.689
H 2.728 -1.709 1.914
C 0.950 -3.266 0.364
H 0.930 -4.223 0.915
H 2.005 -2.965 0.295
H 0.582 -3.479 -0.649
C -2.125 -2.701 -0.104
H -2.493 -3.657 0.306
H -1.590 -2.945 -1.035
H -3.017 -2.110 -0.355
C -0.687 2.203 -1.500
C -1.710 1.346 -1.342
C -2.181 0.311 -2.306
C -1.071 -0.378 -3.148
C 0.108 -0.851 -2.367
C 1.210 -0.134 -2.085
C 1.497 1.260 -2.585
C 0.309 2.263 -2.617
H -2.915 0.757 -3.005
H -0.800 0.263 -4.006
H -2.743 -0.456 -1.743
H -0.164 2.256 -3.611
H -0.673 3.088 -0.848
H -2.368 1.478 -0.474
H 0.757 3.268 -2.556
H 2.330 1.701 -1.998
H 2.065 -0.635 -1.609
H 1.886 1.225 -3.619
H -1.537 -1.263 -3.612
H 0.056 -1.899 -2.051
P -0.218 1.361 -6.502
C -0.304 3.206 -6.530
C -1.591 1.044 -7.699
P 2.054 -0.416 -7.278
C 1.207 1.192 -7.687
C 1.537 -1.386 -8.766
C 3.727 0.050 -7.902
H 0.563 3.615 -5.995
H -1.221 3.522 -6.016
H -0.307 3.572 -7.565
H -1.493 1.687 -8.583
H -2.535 1.269 -7.185
H -1.596 -0.011 -7.998
H 3.668 0.429 -8.930
H 4.368 -0.839 -7.865
H 4.149 0.819 -7.243
H 1.915 2.021 -7.520
H 0.857 1.193 -8.734
H 2.130 -2.309 -8.780
H 1.720 -0.819 -9.688
H 0.476 -1.654 -8.692
O -2.973 2.974 1.547
C -1.881 3.428 1.836
C -1.530 4.706 2.569
C -0.018 4.730 2.659
C 0.391 3.465 1.980
O 1.566 2.977 1.826
N -0.676 2.776 1.518
H -1.928 5.561 2.006
H -2.009 4.702 3.558
H 0.406 5.587 2.125
H 0.328 4.713 3.698
```

Spin multiplicity: 3
HOMO-LUMO gap (alpha / beta), eV: 6.73 / 7.21
Charge: +1
DFT total energy, eV: -66955.682
⟨S²⟩: 2.007
HOMO level (alpha / beta), eV: -10.13 / -10.14

Atom charges from the Mulliken analysis, given in e for atoms 1 to 2:
1 Pr 0.714
2 C 0.489

No. 3
A cluster of 7 separate species, C27H46BNO22 in total in a non-equilibrium geometry. Source: the OMol25 dataset; level of theory: ωB97M-V with the def2-TZVPD basis set.

Structure (XYZ):
```
97
C27H46BNO22 (ωB97M-V with the def2-TZVPD basis set)
C -1.285 -2.088 -3.694
B -0.375 -3.084 -2.759
O -0.980 -4.197 -2.065
C 1.213 -2.723 -2.659
C 1.637 -1.748 -1.712
C 0.664 -0.963 -0.723
C 0.486 -1.928 0.564
O -0.586 -2.506 0.860
C 3.226 -1.487 -1.647
O 3.722 -0.350 -1.461
C 4.116 -2.815 -1.805
C 3.693 -3.798 -2.733
N 4.435 -5.045 -2.896
C 2.348 -3.442 -3.546
O 2.219 -3.670 -4.763
H -0.640 -1.680 -4.552
H -1.511 -1.178 -3.025
H -2.246 -2.583 -4.061
H -1.880 -4.250 -2.472
H -0.326 -0.658 -1.184
H 1.186 0.008 -0.403
H 1.438 -2.107 1.189
H 5.015 -2.896 -1.122
H 3.867 -5.868 -2.628
H 5.260 -4.988 -2.275
C 3.293 6.643 -1.479
O 3.038 5.316 -1.020
C 3.044 4.387 -1.997
O 3.239 4.596 -3.167
O 2.794 3.192 -1.442
C 2.770 2.105 -2.371
H 3.266 7.306 -0.613
H 4.283 6.710 -1.934
H 2.522 6.963 -2.183
H 3.739 1.995 -2.860
H 1.978 2.248 -3.110
H 2.561 1.192 -1.813
C -2.637 -0.981 -0.129
O -3.995 -0.539 -0.138
C -4.890 -1.535 -0.079
O -4.634 -2.712 -0.023
O -6.119 -0.994 -0.094
C -7.178 -1.947 -0.037
H -2.000 -0.098 -0.182
H -2.412 -1.513 0.792
H -2.431 -1.609 -0.999
H -7.130 -2.521 0.891
H -7.147 -2.610 -0.904
H -8.120 -1.399 -0.056
C -4.812 -8.371 -3.645
O -5.181 -8.265 -2.272
C -5.216 -7.005 -1.807
O -4.969 -6.009 -2.441
O -5.573 -7.050 -0.515
C -5.652 -5.770 0.115
H -4.816 -9.428 -3.910
H -5.534 -7.852 -4.279
H -3.805 -7.978 -3.805
H -6.408 -5.149 -0.369
H -4.681 -5.274 0.104
H -5.948 -5.927 1.153
C 0.217 5.189 5.260
O 1.201 4.472 4.516
C 1.196 4.738 3.199
O 0.454 5.503 2.633
O 2.159 4.007 2.623
C 2.266 4.195 1.208
H 0.313 4.897 6.306
H 0.386 6.265 5.185
H -0.787 4.931 4.919
H 2.512 5.227 0.977
H 1.341 3.896 0.710
H 3.071 3.559 0.847
C 0.946 -4.371 4.310
O 2.183 -3.665 4.220
C 3.270 -4.434 4.390
O 3.272 -5.620 4.603
O 4.355 -3.650 4.282
C 5.593 -4.340 4.443
H 0.139 -3.653 4.156
H 0.880 -5.134 3.532
H 0.824 -4.818 5.299
H 5.712 -5.103 3.670
H 5.660 -4.785 5.438
H 6.396 -3.611 4.335
C -0.034 11.610 1.086
O -0.298 10.290 1.555
C -0.291 9.352 0.593
O -0.086 9.543 -0.580
O -0.551 8.168 1.166
C -0.575 7.071 0.255
H -0.065 12.281 1.945
H 0.960 11.668 0.638
H -0.798 11.926 0.372
H 0.398 6.949 -0.227
H -1.361 7.207 -0.492
H -0.792 6.169 0.824
```

SMILES string: CB(O)C1=C(CC=O)C(=O)C=C(N)C1=O.COC(=O)OC.COC(=O)OC.COC(=O)OC.COC(=O)OC.COC(=O)OC.COC(=O)OC
Spin multiplicity: 1
HOMO-LUMO gap, eV: 8.23
Charge: 0
DFT total energy, eV: -75953.831
HOMO level, eV: -9.54

Atom charges from the Mulliken analysis, given in e for atoms 1 to 2:
1 C -0.913
2 B 0.511

No. 4
A structure of composition C27H46BrClNO5PSZr in a non-equilibrium geometry. Source: the OMol25 dataset; level of theory: ωB97M-V with the def2-TZVPD basis set.

Structure (XYZ):
```
84
C27H46BrClNO5PSZr (ωB97M-V with the def2-TZVPD basis set)
C 8.956 -0.243 1.600
C 8.438 0.140 0.125
C 7.448 1.456 0.197
C 6.021 0.972 -0.379
C 4.908 2.180 -0.387
C 3.559 1.523 -1.011
C 2.609 2.604 -1.746
C 1.043 2.351 -1.329
C 0.485 1.031 -2.111
C -1.098 0.820 -1.975
C -1.574 -0.239 -0.816
C -0.487 -0.539 0.307
N 0.487 -1.651 -0.047
C 1.836 -1.408 0.545
C -1.741 -1.632 -1.667
C -2.361 -2.831 -0.821
O -2.664 -2.804 0.412
C -2.709 -4.226 -1.574
C -4.266 -4.539 -1.687
C -4.830 -5.836 -2.327
C -3.761 -6.850 -2.859
C -2.212 -6.529 -2.766
C -1.654 -5.212 -2.113
O -2.901 0.104 -0.426
C -3.108 0.988 0.657
C -2.173 2.280 0.798
C -2.127 2.947 2.258
C -1.635 4.490 2.030
Cl -2.164 5.391 3.564
C -3.301 0.221 2.082
O -4.343 0.803 2.905
C -4.832 -0.106 3.863
Br -3.557 -0.261 5.417
P -4.869 1.714 0.318
O -4.755 2.281 -1.308
O -5.198 3.085 1.255
S -6.262 0.352 0.315
H 8.413 -1.176 2.005
H 10.099 -0.399 1.556
H 8.748 0.614 2.348
H 7.823 -0.725 -0.320
H 9.281 0.390 -0.610
H 7.311 1.800 1.281
H 7.819 2.306 -0.470
H 6.085 0.609 -1.470
H 5.591 0.125 0.279
H 5.267 3.084 -0.980
H 4.637 2.473 0.698
H 2.958 1.130 -0.103
H 3.782 0.616 -1.689
H 2.736 2.499 -2.886
H 2.929 3.668 -1.478
H 1.044 2.231 -0.195
H 0.463 3.287 -1.677
H 1.135 0.125 -1.873
H 0.683 1.268 -3.227
H -1.597 1.845 -1.858
H -1.464 0.415 -2.995
H 0.188 0.365 0.561
H -0.918 -0.870 1.331
H 0.091 -2.519 0.347
H 2.255 -2.444 0.838
H 1.839 -0.740 1.470
H 2.523 -1.035 -0.300
H -2.543 -1.368 -2.463
H -0.803 -1.893 -2.262
H -5.047 -3.793 -1.286
H -5.958 -6.054 -2.369
H -4.152 -7.827 -3.308
H -1.465 -7.298 -3.157
H -0.532 -5.005 -2.023
H -1.089 2.142 0.459
H -2.611 3.086 0.090
H -3.131 3.033 2.786
H -1.306 2.480 2.923
H -2.299 4.911 1.196
H -0.520 4.576 1.824
H -3.561 -0.893 1.934
H -2.276 0.224 2.621
H -4.971 -1.188 3.467
H -5.864 0.214 4.271
H -5.617 2.697 -1.557
H -6.126 3.074 1.585
Zr -5.060 -2.887 3.386
```

Spin multiplicity: 1
HOMO-LUMO gap, eV: 1.36
Charge: +4
DFT total energy, eV: -144381.291
HOMO level, eV: -17.20

Atom charges from the Mulliken analysis, given in e for atoms 1 to 2:
1 C -0.936
2 C -0.303

No. 5
A structure of composition C27H46Cl3O2PPm in a non-equilibrium geometry. Source: the OMol25 dataset; level of theory: ωB97M-V with the def2-TZVPD basis set.

Structure (XYZ):
```
80
C27H46Cl3O2PPm (ωB97M-V with the def2-TZVPD basis set)
Pm 0.464 1.571 2.376
P 0.268 0.644 -2.099
Cl 2.332 0.534 0.795
C 0.988 3.363 3.308
H 1.894 3.268 3.956
H 0.218 3.880 3.953
C 1.435 -0.477 -3.063
C 0.446 2.342 -2.862
C 2.883 0.007 -2.897
H 1.330 -1.419 -2.489
C 3.878 -1.050 -3.402
H 3.031 0.937 -3.468
H 3.081 0.236 -1.839
C 3.577 -1.490 -4.836
H 4.895 -0.647 -3.335
H 3.827 -1.919 -2.733
C 2.104 -1.874 -5.041
H 3.835 -0.675 -5.525
H 4.215 -2.340 -5.100
C 1.132 -0.804 -4.529
H 1.910 -2.061 -6.104
H 1.902 -2.812 -4.504
H 1.235 0.101 -5.143
H 0.101 -1.158 -4.657
C -1.469 0.113 -2.579
C 0.716 2.457 -4.361
H -0.534 2.809 -2.636
C 0.601 3.926 -4.774
H 1.731 2.096 -4.584
H 0.020 1.858 -4.961
C 1.541 4.831 -3.964
H 0.820 4.021 -5.845
H -0.437 4.256 -4.624
C 1.418 4.610 -2.456
H 2.578 4.631 -4.269
H 1.337 5.881 -4.205
C 1.521 3.122 -2.095
H 2.192 5.171 -1.922
H 0.448 4.993 -2.108
H 2.519 2.738 -2.355
H 1.395 2.983 -1.016
C -1.608 -1.410 -2.443
H -2.057 0.597 -1.775
C -3.041 -1.888 -2.720
H -0.928 -1.908 -3.150
H -1.294 -1.726 -1.435
C -3.596 -1.359 -4.044
H -3.060 -2.985 -2.721
H -3.687 -1.553 -1.897
C -3.428 0.163 -4.186
H -3.083 -1.856 -4.879
H -4.657 -1.618 -4.129
C -1.995 0.626 -3.928
H -3.738 0.480 -5.189
H -4.090 0.667 -3.468
H -1.348 0.253 -4.737
H -1.962 1.724 -3.968
C 0.566 -2.347 1.736
C -0.048 -1.385 2.365
H 1.655 -2.320 1.652
C -1.542 -1.293 2.279
H 0.474 -0.714 3.088
C -2.258 -2.704 2.361
H -2.030 -0.641 3.033
H -1.746 -0.882 1.255
C -1.656 -3.693 1.362
H -2.146 -3.151 3.369
H -3.349 -2.602 2.166
C -0.163 -3.414 0.950
H -1.705 -4.714 1.781
H -2.247 -3.733 0.429
H 0.338 -4.406 0.904
H -0.115 -3.064 -0.110
Cl -0.220 4.191 0.636
C -1.982 3.726 0.520
Cl -2.565 3.781 -1.172
C -2.189 2.370 1.228
O -3.056 2.264 2.089
O -1.320 1.431 0.908
H -2.550 4.478 1.064
```

Spin multiplicity: 5
HOMO-LUMO gap (alpha / beta), eV: 5.15 / 5.18
Charge: -1
DFT total energy, eV: -96252.076
⟨S²⟩: 6.018
HOMO level (alpha / beta), eV: -2.71 / -2.75

Atom charges from the Mulliken analysis, given in e for atoms 1 to 2:
1 Pm 0.621
2 P 0.167